Record 1
C56H57N3NiP3 | ωB97M-V/def2-TZVPD

The HOMO-LUMO gap comes out at 7.49 eV. The total charge is +1. The value obtained for the energy relative to the best compared isomer or geometry (same formula, charge and spin) is 4.156 eV.

XYZ file:
```
120
Properties=species:S:1:pos:R:3:forces:R:3
Ni -0.473 -0.074 -0.565 -0.8 -1.1 0.3
C 1.920 -3.046 -0.812 0.1 0.0 0.0
N 1.331 -3.806 0.266 0.0 -0.2 -0.3
C -0.041 -3.579 0.579 -0.1 0.0 0.0
P -0.468 -2.289 1.802 -0.1 0.0 0.3
C -2.611 -1.230 1.836 0.1 0.1 0.1
C -3.116 -0.510 3.060 -0.1 0.0 0.0
C -4.406 -0.514 3.396 0.0 0.0 0.0
C -5.397 -1.174 2.549 0.0 0.0 -0.1
C -5.059 -1.560 1.320 -0.1 0.0 0.0
C -3.696 -1.234 0.756 0.1 0.0 0.0
C 0.771 -2.292 3.111 -0.1 0.1 0.1
C 2.140 -2.327 2.839 0.0 0.0 -0.1
C 3.056 -2.190 3.870 0.0 0.0 0.0
C 2.620 -2.017 5.176 0.0 0.0 0.0
C 1.261 -1.970 5.453 0.0 0.0 0.0
C 0.342 -2.094 4.425 0.0 -0.1 0.0
C 2.006 -4.951 0.719 0.1 0.0 0.1
C 1.376 -5.955 1.462 0.0 0.0 0.1
C 2.088 -7.063 1.893 0.0 0.0 0.0
C 3.436 -7.208 1.608 0.0 0.0 0.0
C 4.070 -6.212 0.884 0.0 0.0 0.0
C 3.373 -5.095 0.449 0.0 0.0 0.0
P 0.792 -1.853 -1.652 0.1 0.4 0.3
C 2.011 -1.201 -2.840 0.1 0.0 0.0
C 2.002 -1.531 -4.193 0.0 0.0 0.0
C 2.960 -0.999 -5.048 0.0 0.0 0.0
C 3.937 -0.146 -4.559 0.0 0.0 0.0
C 3.956 0.181 -3.208 0.0 0.0 0.0
C 2.995 -0.336 -2.357 0.0 0.0 0.0
C -0.283 -2.846 -2.724 0.0 -0.1 0.1
C -1.300 -2.177 -3.403 -0.1 0.0 0.0
C -2.137 -2.862 -4.271 0.0 0.0 0.0
C -1.976 -4.231 -4.448 0.0 0.0 0.0
C -0.973 -4.907 -3.766 0.0 0.0 0.0
C -0.121 -4.217 -2.913 0.0 0.0 0.1
H 2.370 -3.712 -1.557 0.0 0.0 0.0
H 2.736 -2.397 -0.460 0.0 0.0 0.0
H -0.519 -4.468 0.990 0.1 0.0 0.0
H -0.642 -3.357 -0.302 -0.1 0.1 -0.1
H -2.378 -0.111 3.742 0.0 0.0 0.0
H -4.721 -0.065 4.331 0.0 0.0 0.0
H -6.398 -1.337 2.926 0.0 0.0 0.0
H -5.778 -2.039 0.666 0.0 0.0 0.0
H -3.753 -0.193 0.422 0.0 0.1 0.0
H 2.497 -2.473 1.828 0.0 0.0 0.1
H 4.115 -2.225 3.650 0.0 0.0 0.0
H 3.340 -1.916 5.978 0.0 0.0 0.0
H 0.914 -1.829 6.468 0.0 0.0 0.0
H -0.713 -2.032 4.662 0.0 0.0 0.0
H 0.328 -5.901 1.722 0.1 0.0 0.0
H 1.570 -7.825 2.462 0.0 0.0 0.0
H 3.982 -8.077 1.949 0.0 0.0 0.0
H 5.125 -6.293 0.655 0.0 0.0 0.0
H 3.908 -4.331 -0.097 0.0 0.0 0.0
H 1.247 -2.198 -4.587 0.0 0.0 0.0
H 2.944 -1.261 -6.099 0.0 0.0 0.0
H 4.685 0.262 -5.226 0.0 0.0 0.0
H 4.720 0.845 -2.821 0.0 0.0 0.0
H 2.999 -0.055 -1.308 0.0 0.0 0.0
H -1.439 -1.112 -3.250 0.0 0.0 0.0
H -2.919 -2.332 -4.799 0.0 0.0 0.0
H -2.635 -4.771 -5.116 0.0 0.0 0.0
H -0.846 -5.973 -3.902 0.0 0.0 0.0
H 0.660 -4.761 -2.393 0.0 0.0 0.0
C -0.390 2.254 6.138 0.0 0.0 0.0
C -1.513 2.500 5.355 0.0 0.0 0.0
C -1.547 2.084 4.034 0.1 0.1 0.0
C -0.452 1.418 3.474 0.1 -0.2 0.2
C 0.677 1.201 4.263 0.0 0.0 0.0
C 0.705 1.605 5.592 0.0 0.0 0.0
P -0.342 0.835 1.739 0.6 0.1 0.4
C -1.177 -0.726 1.351 0.0 -0.4 -0.6
C -2.169 -2.676 2.343 -0.1 0.1 0.0
C -2.864 -3.933 1.923 0.0 0.0 0.0
C -3.302 -4.248 0.703 0.0 -0.1 0.0
C -3.231 -3.387 -0.474 0.0 0.1 0.0
C -3.354 -2.059 -0.449 0.1 0.0 -0.1
C -1.447 1.914 0.796 0.2 -0.5 0.3
C -1.686 3.258 0.987 -0.6 0.2 -0.4
C -2.540 3.892 0.077 0.1 -0.1 -0.1
C -3.073 3.176 -0.992 0.1 -0.1 0.2
C -2.700 1.843 -1.224 -0.3 0.0 0.0
C -1.866 1.190 -0.332 0.6 1.2 0.0
H -0.369 2.579 7.170 0.0 0.0 0.0
H -2.366 3.013 5.781 0.0 0.0 0.0
H -2.430 2.264 3.433 0.0 0.0 0.0
H 1.541 0.709 3.829 0.0 0.0 0.0
H 1.588 1.425 6.192 0.0 0.0 0.0
H -2.166 -2.649 3.432 -0.1 0.0 0.0
H -3.000 -4.666 2.711 0.0 0.0 0.0
H -3.739 -5.232 0.566 0.0 0.0 0.0
H -3.083 -3.880 -1.430 0.0 0.0 -0.1
H -3.273 -1.519 -1.384 0.0 0.0 -0.1
H -1.247 3.811 1.810 -0.1 -0.1 0.1
H -2.789 4.939 0.201 0.0 0.0 0.0
H -3.752 3.672 -1.676 0.0 0.0 0.0
H -3.076 1.340 -2.113 0.1 0.1 0.0
C -0.741 2.766 -4.449 0.0 0.0 0.0
C 0.718 2.335 -4.327 0.1 0.0 0.0
N 1.353 2.740 -3.075 0.0 0.1 0.0
C 2.295 3.857 -3.158 0.0 0.0 0.0
C 1.613 5.196 -3.398 0.0 0.0 0.0
C 1.054 2.108 -1.921 -0.1 -0.1 0.0
C 1.716 2.568 -0.660 0.0 0.0 0.0
N 0.233 1.100 -1.890 0.1 0.1 -0.5
H -1.155 2.415 -5.395 0.0 0.0 0.0
H -0.827 3.852 -4.422 0.0 0.0 0.0
H -1.354 2.373 -3.636 0.0 0.0 0.0
H 1.303 2.778 -5.133 0.0 0.0 0.0
H 0.826 1.252 -4.448 0.0 0.0 0.0
H 2.994 3.638 -3.969 0.0 0.0 0.0
H 2.883 3.898 -2.248 0.0 0.0 0.0
H 1.095 5.215 -4.358 0.0 0.0 0.0
H 2.352 5.998 -3.406 0.0 0.0 0.0
H 0.884 5.406 -2.613 0.0 0.0 0.0
H 2.800 2.455 -0.737 0.0 0.0 0.0
H 1.365 1.968 0.172 0.0 0.0 0.0
H 1.499 3.619 -0.464 0.0 0.0 0.0
H -0.119 0.870 -2.811 0.0 0.1 0.0
```
Positions in Å, forces in eV/Å.

Mulliken population analysis, charges in e, atoms 1 to 5: -0.059 -2.580 2.059 -1.468 2.012


Record 2
C56H59ClFeN2O5Si | ωB97M-V/def2-TZVPD

The HOMO-LUMO gap (spin up / spin down) comes out at 4.79 / 4.54 eV. As for the spin multiplicity: 5. The total charge is -2. The value obtained for the energy relative to the best compared isomer or geometry (same formula, charge and spin) is 0.304 eV.

XYZ file:
```
125
Properties=species:S:1:pos:R:3:forces:R:3
Fe 1.343 -0.308 0.285 -0.8 -0.2 -0.5
Cl 0.731 -5.646 5.454 0.0 0.0 0.0
C 0.979 -4.239 4.426 0.0 0.0 0.0
C 1.285 -3.018 5.011 0.0 0.2 -0.3
C 1.481 -1.922 4.181 0.1 -0.1 0.4
C 1.388 -2.014 2.783 0.1 0.0 -0.4
O 1.534 -0.973 2.029 0.4 0.5 1.5
C 1.093 -3.277 2.209 0.4 -0.3 0.9
C 1.088 -3.458 0.784 -2.1 -0.9 -0.8
N 1.526 -2.537 -0.072 0.4 0.7 -0.4
C 1.835 -2.882 -1.342 0.0 -0.6 -0.1
C 1.428 -4.059 -1.990 0.1 0.3 0.5
C 1.837 -4.358 -3.288 0.4 0.3 -0.5
C 2.674 -3.522 -3.992 -0.3 -0.4 0.0
C 3.145 -2.337 -3.382 -0.1 0.2 0.3
C 4.034 -1.450 -4.016 0.1 0.2 0.2
C 4.518 -0.366 -3.326 0.1 -0.2 -0.4
C 4.100 -0.167 -2.009 -0.2 -0.1 0.4
N 3.229 -0.939 -1.398 0.4 -0.1 -0.1
C 2.738 -2.006 -2.055 0.1 -0.2 -0.5
C 0.880 -4.376 3.058 0.4 0.2 -0.3
H 1.352 -2.922 6.086 0.0 0.0 0.0
H 1.699 -0.952 4.611 0.0 0.0 -0.1
H 0.926 -4.490 0.458 0.7 0.1 0.1
H 0.777 -4.745 -1.473 0.0 0.0 0.1
H 1.494 -5.277 -3.753 0.0 0.0 0.0
H 2.986 -3.767 -5.001 0.0 0.0 0.0
H 4.340 -1.639 -5.040 0.0 0.0 0.0
H 5.207 0.328 -3.788 0.0 0.0 0.0
H 4.495 0.658 -1.426 -0.1 0.1 0.0
H 0.651 -5.342 2.623 -0.1 0.0 0.0
C -1.133 6.083 -0.447 0.0 -0.2 0.0
C 0.010 5.245 0.119 -0.1 0.4 0.0
C 0.991 6.126 0.891 0.0 -0.2 -0.1
O -0.513 4.259 0.971 0.0 -0.1 0.0
C 0.009 2.976 0.614 0.1 -0.3 -0.1
C 0.525 3.171 -0.816 0.0 -0.2 0.1
O 0.675 4.590 -0.944 0.1 0.0 0.1
C 1.844 2.384 -1.141 -0.2 0.1 0.1
O 1.536 1.050 -1.048 0.4 0.9 -0.1
C 2.970 2.882 -0.200 -0.1 -0.1 -0.1
C 3.446 4.193 -0.287 0.0 0.0 0.1
C 4.436 4.658 0.567 0.0 0.0 -0.1
C 4.984 3.823 1.530 0.0 0.0 0.1
C 4.533 2.516 1.620 0.0 0.0 0.0
C 3.540 2.056 0.765 0.0 0.1 -0.2
C 2.221 2.634 -2.622 0.1 -0.1 0.0
C 1.270 2.291 -3.584 -0.1 0.0 0.0
C 1.546 2.380 -4.938 0.0 0.0 0.0
C 2.796 2.802 -5.373 0.1 0.0 0.0
C 3.763 3.113 -4.431 0.0 0.0 -0.1
C 3.479 3.026 -3.073 -0.1 0.0 0.0
C -1.097 1.882 0.836 0.1 0.2 0.1
O -0.617 0.627 0.673 0.5 -0.3 -0.1
C -1.592 1.978 2.300 -0.1 -0.2 0.0
C -0.673 2.115 3.340 0.0 0.1 0.0
C -1.067 2.050 4.667 0.0 0.0 0.0
C -2.399 1.836 4.996 0.0 0.0 0.0
C -3.317 1.647 3.975 0.0 0.0 0.0
C -2.916 1.709 2.646 0.1 0.0 0.0
C -2.227 2.197 -0.164 -0.1 0.0 0.1
C -2.318 1.416 -1.312 0.0 0.0 0.0
C -3.304 1.651 -2.260 0.0 0.0 0.0
C -4.223 2.675 -2.072 0.0 0.0 0.0
C -4.135 3.468 -0.934 0.0 0.0 0.0
C -3.142 3.234 0.009 0.0 0.0 -0.1
H -1.684 6.557 0.367 0.0 0.0 0.0
H -1.808 5.433 -1.005 0.0 0.0 0.0
H -0.728 6.844 -1.115 0.0 0.0 0.0
H 0.457 6.644 1.690 0.0 0.0 0.0
H 1.451 6.853 0.219 0.0 0.0 0.0
H 1.767 5.502 1.330 0.0 0.0 0.0
H 0.858 2.717 1.255 0.0 0.0 0.1
H -0.228 2.836 -1.530 0.1 0.0 0.0
H 3.031 4.859 -1.029 0.0 0.0 0.0
H 4.779 5.684 0.483 0.0 0.0 0.0
H 5.755 4.187 2.199 0.0 0.0 0.0
H 4.953 1.843 2.358 0.0 0.0 0.0
H 3.221 1.029 0.844 -0.1 -0.2 0.0
H 0.307 1.918 -3.257 0.0 0.0 0.0
H 0.785 2.114 -5.662 0.0 0.0 0.0
H 3.019 2.867 -6.432 0.0 0.0 0.0
H 4.753 3.419 -4.754 0.0 0.0 0.0
H 4.267 3.254 -2.370 0.0 0.0 0.0
H 0.377 2.251 3.110 0.0 0.0 0.0
H -0.326 2.158 5.451 0.0 0.0 0.0
H -2.709 1.796 6.033 0.0 0.0 0.0
H -4.355 1.437 4.211 0.0 0.0 0.0
H -3.649 1.524 1.872 0.0 0.0 0.0
H -1.588 0.623 -1.431 -0.1 0.0 0.0
H -3.358 1.033 -3.149 0.0 0.0 0.0
H -5.002 2.857 -2.804 0.0 0.0 0.0
H -4.850 4.269 -0.781 0.0 0.0 0.0
H -3.074 3.865 0.885 0.0 0.0 0.0
C -1.417 -2.034 -0.926 -0.4 0.3 0.1
Si -1.712 -3.488 0.237 1.2 0.1 0.2
C -2.690 -2.906 1.795 -0.2 0.1 0.0
C -3.203 -4.084 2.630 0.0 0.0 -0.2
C -1.720 -2.099 2.667 0.0 -0.1 0.0
C -3.856 -1.983 1.412 0.0 -0.1 0.0
C -2.639 -4.904 -0.757 -0.1 0.1 0.0
C -2.171 -4.854 -2.213 -0.1 0.1 0.1
C -2.270 -6.271 -0.169 0.0 0.1 0.0
C -4.166 -4.755 -0.765 0.1 0.0 0.1
H -2.320 -1.731 -1.474 0.0 0.0 0.0
H -0.644 -2.283 -1.659 -0.1 0.0 0.0
H -1.078 -1.140 -0.367 -0.2 -0.4 -0.1
H -2.388 -4.776 2.861 0.0 0.0 0.1
H -3.991 -4.644 2.116 0.0 0.0 0.1
H -3.617 -3.719 3.578 0.0 0.0 0.0
H -0.921 -2.738 3.049 -0.4 0.2 0.1
H -2.252 -1.673 3.528 -0.1 0.0 0.0
H -1.261 -1.275 2.113 0.0 0.1 0.0
H -4.554 -2.462 0.717 0.0 0.1 0.1
H -3.473 -1.069 0.948 0.0 0.0 0.0
H -4.414 -1.690 2.313 0.0 0.0 0.0
H -1.088 -4.889 -2.283 0.1 0.0 -0.1
H -2.502 -3.932 -2.697 0.0 0.0 0.0
H -2.582 -5.703 -2.778 0.0 0.0 0.0
H -1.187 -6.417 -0.201 0.0 -0.1 0.0
H -2.747 -7.083 -0.736 0.0 0.0 0.0
H -2.584 -6.352 0.875 0.0 0.0 0.0
H -4.460 -3.798 -1.206 0.0 0.0 0.0
H -4.583 -4.809 0.243 0.0 0.0 -0.1
H -4.626 -5.556 -1.363 0.0 0.0 0.0
```
Positions in Å, forces in eV/Å.

Mulliken population analysis, charges in e, atoms 1 to 5: 1.163 -0.315 0.226 -0.899 -0.450